Molecular formula: C36H25NO4PS2Ti
Method: DFT, ωB97M-V/def2-TZVPD

Computed properties:
Charge   +1
Maximum force   2.27 eV/A
Electronic energy   -3729.55781 Ha
2S+1   1
Relative energy (zero: lowest compared OMol25 entry of this formula, charge and spin)   2.242 eV
HOMO level   -0.3873 Ha

Last column: Löwdin charge in e.
Atoms and positions in Å:
Ti 0.0431 0.1784 -0.9592  0.895
C 1.4063 0.4913 6.0201  -0.064
C 0.7192 1.5508 5.4510  -0.062
C 0.3563 1.5103 4.1153  -0.074
C 0.6716 0.3931 3.3486  -0.338
C 1.3789 -0.6642 3.9171  -0.087
C 1.7415 -0.6128 5.2506  -0.065
P 0.1753 0.2226 1.5945  1.147
C -0.5095 1.8810 1.2216  -0.410
C 0.3393 2.7470 0.5234  -0.111
C -0.0985 4.0196 0.1915  -0.050
C -1.3766 4.4285 0.5383  -0.057
C -2.2215 3.5688 1.2232  -0.058
C -1.7929 2.2994 1.5640  -0.086
C -1.2504 -0.9172 1.7042  -0.293
C -2.0337 -1.0140 2.8322  -0.067
C -3.0215 -2.0036 2.9289  -0.053
C -3.1794 -2.9209 1.9284  -0.007
C -2.3915 -2.8600 0.7618  -0.156
C -2.5381 -3.8066 -0.2727  -0.024
C -1.7784 -3.7171 -1.4033  -0.060
C -0.8817 -2.6443 -1.5747  -0.081
C -0.7061 -1.6884 -0.6009  -0.187
C -1.4360 -1.8183 0.6140  -0.193
H 1.6882 0.5290 7.0616  0.111
H 0.4690 2.4143 6.0500  0.112
H -0.1771 2.3444 3.6836  0.102
H 1.6314 -1.5231 3.3089  0.111
H 2.2924 -1.4296 5.6921  0.111
H 1.3688 2.4481 0.3197  0.109
H 0.5623 4.6954 -0.3297  0.117
H -1.7214 5.4130 0.2653  0.117
H -3.2199 3.8880 1.4802  0.120
H -2.4539 1.6212 2.0823  0.115
H -1.8890 -0.3227 3.6530  0.111
H -3.6345 -2.0491 3.8148  0.110
H -3.9134 -3.7075 2.0151  0.119
H -3.2595 -4.5999 -0.1486  0.116
H -1.8751 -4.4592 -2.1817  0.108
H -0.3154 -2.5908 -2.5022  0.104
S 3.1214 -1.6999 -0.7142  1.110
C 4.7143 -0.8909 -0.9641  -0.464
C 4.8508 0.4549 -1.2529  -0.075
C 6.1227 0.9753 -1.4247  -0.063
C 7.2363 0.1598 -1.3163  -0.068
C 7.0857 -1.1867 -1.0222  -0.068
C 5.8231 -1.7182 -0.8434  -0.111
H 3.9887 1.0962 -1.3482  0.095
H 6.2314 2.0282 -1.6362  0.111
H 8.2218 0.5729 -1.4641  0.110
H 7.9501 -1.8252 -0.9300  0.112
H 5.6909 -2.7637 -0.6172  0.104
O 1.9242 0.6350 -1.1171  -0.177
C 1.8658 -0.5951 -0.8758  -0.712
O -2.0069 0.5911 -0.7215  -0.339
S -2.1879 1.4883 -1.8777  0.753
O -2.7615 2.7554 -1.6016  -0.203
N -0.6561 1.4546 -2.4336  -0.073
C -0.5858 0.3767 -3.2298  -0.517
O 0.3929 -0.3785 -3.1773  0.065
C -1.8563 0.0689 -3.9410  -0.123
C -2.0616 -0.6494 -5.1089  0.030
C -3.3700 -0.8137 -5.5493  -0.030
C -4.4390 -0.3218 -4.8119  -0.032
C -4.2355 0.3870 -3.6296  -0.006
C -2.9345 0.5864 -3.2300  -0.178
H -1.2200 -1.0373 -5.6599  0.132
H -3.5631 -1.3312 -6.4768  0.119
H -5.4479 -0.4845 -5.1579  0.119
H -5.0610 0.7695 -3.0493  0.129


Molecular formula: C3H3NO2
Method: DFT, ωB97M-V/def2-TZVPD

Computed properties:
SMILES string   O=C=NO.C#C
Maximum force   3.20 eV/A
Electronic energy   -321.16465 Ha
2S+1   1
Relative energy (zero: lowest compared OMol25 entry of this formula, charge and spin)   5.796 eV
HOMO level   -0.3685 Ha

Last column: Löwdin charge in e.
Atoms and positions in Å:
O 2.6941 0.0197 -1.2446  0.105
C 2.1139 0.3676 -0.2585  -0.295
N 1.5431 0.4598 0.7827  0.040
O 0.6390 1.0359 1.5773  0.044
H -0.0930 1.3296 1.0919  0.073
C -1.3666 -1.2881 -0.4289  0.001
C -2.0386 -0.3515 -0.6354  -0.002
H -1.0265 -2.1208 0.0922  0.017
H -2.4653 0.5478 -0.9766  0.017